{"formula": "C12H35BFNO3P", "method": "ωB97M-V/def2-TZVPD", "de_lowest_kcal_mol": 0.0, "homo_energy_ev": -2.56, "energy_ha": -1224.644880, "spin_multiplicity": 1, "max_force_ev_per_a": 0.775, "total_charge": -1, "homo_lumo_gap_ev": 5.24, "elements": ["P", "F", "O", "O", "O", "N", "C", "C", "C", "C", "C", "C", "C", "C", "C", "C", "C", "C", "B", "H", "H", "H", "H", "H", "H", "H", "H", "H", "H", "H", "H", "H", "H", "H", "H", "H", "H", "H", "H", "H", "H", "H", "H", "H", "H", "H", "H", "H", "H", "H", "H", "H", "H", "H"], "coordinates": [[1.1401, 3.1588, 0.3876], [-1.4154, 3.6384, -0.4998], [1.5829, 5.3645, -1.5412], [-0.0930, -2.9340, -0.3912], [-1.0591, -0.8729, 3.3460], [0.6536, 3.4057, -2.6510], [0.4976, -1.8306, -1.0748], [-0.7314, 2.6267, 0.2544], [0.2608, 4.2821, -3.7387], [1.4171, 2.2661, -3.1033], [-0.6866, -1.6865, 4.4346], [-0.2240, -1.4567, -2.3537], [-2.6411, -2.4680, 2.3323], [-1.4541, 2.4926, 1.5693], [0.4919, -2.6046, 4.1473], [1.2085, -4.7120, -1.4888], [-1.4409, -1.5526, 2.1598], [-0.1506, -4.1529, -1.0984], [1.1174, 4.0416, -1.4064], [0.4537, -1.0048, -0.3645], [-2.4381, -3.2922, 3.0191], [0.2548, -3.3471, 3.3840], [1.7375, 1.6769, -2.2393], [-0.9367, 1.7742, 2.2116], [0.8339, 1.6201, -3.7770], [-0.4216, -0.9786, 5.2214], [-1.2720, -1.2312, -2.1505], [2.3105, 2.5815, -3.6797], [-2.4928, 2.1579, 1.4406], [1.2111, 2.5116, 1.7216], [1.3489, -2.0231, 3.8055], [-1.4747, 3.4658, 2.0741], [1.5884, 1.7860, -0.2365], [-0.7987, 1.7237, -0.3694], [-0.0274, 5.2600, -3.3516], [1.7249, -4.0657, -2.1990], [-0.1717, -2.2436, -3.1093], [0.6706, 4.4396, 1.0346], [-3.5019, -1.9102, 2.7054], [1.0814, -5.6885, -1.9604], [2.5355, 5.4103, -1.6255], [1.0771, 4.4306, -4.4695], [-0.7834, -4.0619, -1.9903], [-0.6532, -4.8406, -0.4152], [-2.8986, -2.9012, 1.3642], [1.5568, -2.0263, -1.2749], [0.7715, -3.1387, 5.0579], [-0.5998, -2.1078, 1.7380], [-0.5943, 3.8537, -4.2825], [-1.6761, -0.7530, 1.4565], [1.8409, -4.8314, -0.6079], [-1.5381, -2.2765, 4.8012], [0.2372, -0.5623, -2.7680], [2.5708, 3.5869, 0.5515]]}

=====

{"formula": "C30H30AsBCrF5N6OSSi", "method": "ωB97M-V/def2-TZVPD", "de_lowest_kcal_mol": 36.6, "homo_energy_ev": [-7.75, -7.61], "energy_ha": -6057.128511, "spin_multiplicity": 2, "max_force_ev_per_a": 1.185, "homo_lumo_gap_ev": [7.41, 7.73], "s2": 0.76, "elements": ["As", "Cr", "S", "Si", "F", "F", "F", "F", "F", "O", "N", "N", "N", "N", "N", "N", "C", "C", "C", "C", "C", "C", "C", "C", "C", "C", "C", "C", "C", "C", "C", "C", "C", "C", "C", "C", "C", "C", "C", "C", "C", "C", "C", "C", "C", "C", "B", "H", "H", "H", "H", "H", "H", "H", "H", "H", "H", "H", "H", "H", "H", "H", "H", "H", "H", "H", "H", "H", "H", "H", "H", "H", "H", "H", "H", "H", "H"], "coordinates": [[-1.3254, 3.4188, -1.0060], [-0.6569, -0.7266, -0.4750], [-0.9641, 1.4480, -1.6798], [1.2590, 0.0063, 0.8405], [-1.7376, -2.2151, 2.9237], [-2.7389, 2.2193, 1.6794], [-3.4301, 2.7656, 4.2009], [-3.2723, 0.8408, 6.1247], [-2.4191, -1.6471, 5.4353], [-1.8394, -0.2285, 0.9382], [-0.0866, -2.3516, -2.8833], [-0.2603, -2.6465, 0.0589], [-2.4614, -1.4527, -1.4877], [0.2814, -1.2230, -2.2323], [-0.4996, -3.6647, -0.8149], [-2.4290, -2.6673, -2.0814], [1.2409, -1.2406, -4.2568], [-2.9216, 0.5696, 4.8643], [-0.5302, 4.2995, 0.5026], [-2.1604, -0.0069, 2.1945], [-0.7892, 4.5393, -2.4679], [2.7851, 2.0021, -0.6332], [-2.6317, 1.2409, 2.5957], [3.4151, 3.2266, -0.8121], [1.0826, -0.5466, -3.0614], [3.1971, -1.7485, 2.0675], [-2.4838, -0.6877, 4.5093], [3.3917, 4.1771, 0.2055], [-4.5565, -2.1000, -1.9563], [-2.1212, -0.9680, 3.2058], [3.3469, -1.6323, -0.3166], [-3.6731, -3.0787, -2.3709], [-0.1619, -4.8260, -0.2547], [-2.9987, 1.5375, 3.8910], [0.2335, -3.2060, 1.1665], [4.4156, -2.5220, -0.2981], [-3.7403, -1.1071, -1.3990], [-3.2075, 3.7024, -0.7876], [2.7138, -1.2194, 0.8636], [4.8757, -3.0313, 0.9105], [2.7386, 3.8841, 1.3945], [2.1036, 1.6867, 0.5516], [0.4717, -2.3805, -4.0941], [0.3161, -4.5841, 1.0247], [4.2623, -2.6434, 2.0946], [2.0963, 2.6595, 1.5571], [-1.0595, -3.3630, -2.2249], [-3.4032, 4.7734, -0.7467], [0.5062, -2.5936, 2.0079], [-3.8415, -4.0308, -2.8537], [1.5981, 2.4459, 2.4985], [-3.5292, 3.2274, 0.1365], [-0.2795, -5.7498, -0.8032], [3.9404, 3.4358, -1.7377], [4.8856, -2.8245, -1.2273], [1.8348, -0.9590, -5.1110], [3.8913, 5.1306, 0.0760], [0.6693, -5.3025, 1.7473], [-3.7168, 3.2509, -1.6332], [-4.0053, -0.1645, -0.9462], [5.7090, -3.7257, 0.9289], [2.9857, -1.2762, -1.2784], [2.7354, -1.4489, 3.0055], [-5.6321, -2.1095, -2.0320], [-0.6729, 5.3608, 0.3073], [2.7344, 4.6073, 2.2014], [0.2974, -3.2185, -4.7539], [1.4861, 0.4064, -2.7608], [-1.1147, 5.5662, -2.3053], [0.2962, 4.4937, -2.5260], [-1.2169, 4.1409, -3.3831], [-1.1367, -4.3677, -2.8859], [4.6145, -3.0382, 3.0410], [0.5332, 4.0630, 0.5395], [0.9204, 0.1253, 2.2902], [-1.0157, 4.0081, 1.4266], [2.8555, 1.2645, -1.4293]]}